Formula: C71H155N9O9
Source: OMol25
Level of theory: ωB97M-V with the def2-TZVPD basis set

Values from the calculation:
charge: 0
largest force on an atom: 4.0 eV Å⁻¹
orbital gap: 8.37 eV
multiplicity: 1
relative energy (zero: lowest compared OMol25 entry of this formula, charge and spin): 7.439 eV
SMILES: CC1(C)CCCC(C)(C)N1O.CC1(C)CCCC(C)(C)N1O.CC1(C)CCCC(C)(C)N1O.CC1(C)CCCC(C)(C)N1O.CC1(C)CCCC(C)(C)N1O.CC1(C)CCCC(C)(C)N1O.CC1(C)CCCC(C)(C)N1O.COC[C@H](C)N.COC[C@H](C)N

Positions of all 244 atoms, in Å:
C  -3.20  -0.25  -0.16
C  -3.54  -0.44  1.32
C  -2.63  0.44  2.24
C  -4.99  0.05  1.38
C  -5.61  -0.32  2.70
C  -5.66  -1.85  2.74
C  -4.24  -2.55  2.72
C  -3.68  -2.46  4.11
C  -4.53  -3.96  2.30
N  -3.42  -1.86  1.68
O  -2.20  -2.49  1.40
H  -3.62  -0.93  -0.90
H  -3.29  0.73  -0.64
H  -2.12  -0.40  -0.20
H  -2.29  -0.25  3.01
H  -1.83  0.94  1.69
H  -3.09  1.21  2.86
H  -5.11  1.12  1.19
H  -5.59  -0.53  0.68
H  -5.22  0.08  3.64
H  -6.62  0.09  2.70
H  -6.27  -2.10  1.87
H  -6.38  -2.12  3.52
H  -4.27  -2.86  4.94
H  -3.30  -1.49  4.41
H  -2.75  -3.03  4.20
H  -3.52  -4.37  2.23
H  -4.84  -3.91  1.26
H  -5.33  -4.41  2.89
H  -2.37  -3.29  0.90
C  4.07  4.69  -1.54
C  4.25  6.11  -0.99
C  3.04  6.91  -1.49
C  4.19  6.06  0.55
C  4.75  7.25  1.30
C  6.11  7.63  0.71
C  6.26  7.80  -0.86
C  5.77  9.24  -1.42
C  7.75  7.62  -1.11
N  5.59  6.62  -1.41
O  6.09  6.33  -2.74
H  3.39  4.14  -0.89
H  3.72  4.61  -2.57
H  5.04  4.19  -1.49
H  3.18  7.93  -1.16
H  2.99  6.86  -2.58
H  2.02  6.69  -1.18
H  3.16  5.96  0.90
H  4.86  5.27  0.87
H  4.11  8.11  1.15
H  4.77  7.11  2.39
H  6.85  6.92  1.09
H  6.36  8.62  1.10
H  5.71  9.09  -2.50
H  6.39  10.13  -1.33
H  4.73  9.34  -1.10
H  8.21  7.74  -2.09
H  8.15  6.69  -0.72
H  8.34  8.33  -0.53
H  6.64  5.55  -2.62
C  1.19  1.26  -8.39
C  0.44  2.22  -7.45
C  -0.08  3.37  -8.44
C  -0.65  1.42  -6.70
C  -1.43  2.08  -5.60
C  -0.48  2.58  -4.48
C  0.75  3.29  -5.07
C  0.32  4.81  -5.21
C  1.95  3.13  -4.06
N  1.29  2.70  -6.32
O  2.26  3.52  -6.96
H  1.72  0.43  -7.92
H  0.60  0.74  -9.14
H  2.01  1.73  -8.94
H  -0.81  2.94  -9.13
H  -0.42  4.17  -7.78
H  0.75  3.69  -9.07
H  -1.46  1.09  -7.35
H  -0.34  0.51  -6.19
H  -2.05  2.92  -5.91
H  -2.18  1.43  -5.16
H  -0.23  1.62  -4.02
H  -1.01  3.14  -3.71
H  1.02  5.38  -5.81
H  0.24  5.23  -4.21
H  -0.64  4.89  -5.72
H  2.68  3.82  -4.50
H  2.52  2.22  -3.89
H  1.73  3.71  -3.16
H  3.10  3.14  -6.69
C  -0.58  -5.92  4.39
C  0.42  -4.77  4.89
C  1.74  -5.41  5.11
C  0.61  -3.63  3.84
C  1.16  -2.33  4.40
C  0.32  -1.94  5.63
C  0.34  -2.90  6.78
C  1.68  -2.90  7.47
C  -0.77  -2.54  7.89
N  -0.13  -4.21  6.19
O  -0.25  -5.21  7.13
H  -1.63  -5.74  4.60
H  -0.51  -6.07  3.31
H  -0.38  -6.92  4.79
H  2.50  -4.93  5.72
H  1.58  -6.36  5.62
H  2.24  -5.75  4.20
H  1.38  -4.03  3.18
H  -0.37  -3.50  3.39
H  2.18  -2.47  4.74
H  1.11  -1.61  3.58
H  -0.68  -1.71  5.28
H  0.73  -0.98  5.95
H  1.76  -3.60  8.30
H  1.91  -1.96  7.96
H  2.50  -3.14  6.80
H  -0.53  -1.59  8.36
H  -0.97  -3.28  8.66
H  -1.65  -2.47  7.26
H  -1.19  -5.02  7.18
C  0.70  -5.37  0.37
C  0.06  -5.90  -0.93
C  0.47  -4.91  -2.07
C  0.70  -7.35  -1.15
C  0.12  -8.38  -0.30
C  -1.40  -8.53  -0.57
C  -2.18  -7.20  -0.29
C  -3.56  -7.19  -0.99
C  -2.37  -7.19  1.21
N  -1.45  -5.99  -0.81
O  -1.93  -4.79  -0.38
H  0.40  -4.36  0.64
H  0.40  -5.89  1.28
H  1.79  -5.43  0.30
H  1.47  -4.52  -1.89
H  0.43  -5.33  -3.08
H  -0.34  -4.20  -2.24
H  0.69  -7.79  -2.14
H  1.79  -7.33  -1.10
H  0.61  -9.33  -0.51
H  0.29  -8.21  0.76
H  -1.78  -9.29  0.10
H  -1.60  -8.90  -1.58
H  -4.14  -8.11  -1.02
H  -3.43  -7.09  -2.07
H  -4.25  -6.39  -0.72
H  -3.07  -7.97  1.52
H  -2.72  -6.18  1.45
H  -1.45  -7.36  1.77
H  -2.60  -4.50  -1.01
C  -1.83  7.53  6.80
C  -1.06  7.73  5.50
C  -1.65  9.13  5.03
C  0.49  8.00  5.83
C  1.45  7.85  4.56
C  1.21  6.61  3.61
C  -0.32  6.45  3.37
C  -0.79  7.27  2.21
C  -0.58  4.96  2.95
N  -1.20  6.64  4.54
O  -2.50  6.33  4.31
H  -2.91  7.70  6.73
H  -1.72  6.54  7.25
H  -1.43  8.18  7.57
H  -2.62  9.03  4.52
H  -1.80  9.72  5.93
H  -0.99  9.69  4.38
H  0.70  8.98  6.27
H  0.82  7.28  6.57
H  1.28  8.65  3.83
H  2.50  7.88  4.85
H  1.56  5.64  3.97
H  1.72  6.89  2.69
H  -0.72  8.30  2.56
H  -1.81  7.11  1.84
H  -0.15  7.09  1.35
H  -0.56  4.35  3.85
H  0.12  4.54  2.23
H  -1.51  4.71  2.43
H  -2.85  7.13  3.92
C  -2.44  -2.70  -3.89
C  -2.85  -3.16  -5.30
C  -1.59  -3.18  -6.21
C  -3.29  -4.66  -5.28
C  -4.78  -4.85  -4.81
C  -5.80  -3.73  -5.20
C  -5.21  -2.33  -5.19
C  -6.24  -1.51  -6.04
C  -5.19  -1.82  -3.70
N  -3.85  -2.24  -5.83
O  -3.47  -0.85  -5.95
H  -1.38  -2.91  -3.74
H  -2.63  -1.66  -3.65
H  -2.91  -3.29  -3.11
H  -1.11  -2.22  -6.06
H  -1.01  -4.08  -5.99
H  -1.78  -3.26  -7.28
H  -3.25  -5.24  -6.20
H  -2.63  -5.16  -4.58
H  -5.04  -5.89  -5.02
H  -4.86  -4.68  -3.74
H  -6.76  -3.87  -4.71
H  -6.12  -3.81  -6.24
H  -6.00  -0.48  -6.29
H  -7.26  -1.63  -5.68
H  -6.29  -1.93  -7.05
H  -4.58  -0.94  -3.46
H  -4.72  -2.64  -3.17
H  -6.16  -1.70  -3.22
H  -3.25  -0.79  -6.88
C  5.31  -7.06  -0.64
O  5.32  -5.63  -0.35
C  4.72  -5.10  0.87
C  4.29  -3.60  0.83
C  5.29  -2.65  0.21
N  3.79  -3.06  2.08
H  5.67  -7.26  -1.65
H  4.33  -7.49  -0.42
H  6.04  -7.57  -0.01
H  3.84  -5.62  1.25
H  5.44  -5.27  1.67
H  3.45  -3.47  0.15
H  5.21  -2.70  -0.88
H  6.24  -3.00  0.60
H  5.38  -1.64  0.61
H  3.41  -2.13  2.05
H  4.57  -2.94  2.71
C  0.94  -1.74  -1.24
O  1.01  -0.35  -0.99
C  1.34  -0.05  0.38
C  1.89  1.44  0.27
C  2.00  1.92  1.73
N  0.88  2.26  -0.41
H  0.11  -2.17  -0.67
H  1.86  -2.28  -0.99
H  0.68  -2.05  -2.25
H  0.54  -0.12  1.11
H  2.15  -0.67  0.76
H  2.90  1.38  -0.12
H  2.77  1.43  2.32
H  1.09  1.92  2.33
H  2.23  2.98  1.62
H  -0.03  1.94  -0.12
H  0.93  2.01  -1.39